Below is a gas-phase ion, C6H17N2OS (charge +1) in a non-equilibrium geometry, with properties calculated with ωB97M-V/def2-TZVPD.

Each line ends with the Löwdin charge.
CARTESIAN COORDINATES (ANGSTROEM)
1 C 0.719 1.699 -3.618  -0.230
2 S 1.078 0.019 -3.696  0.766
3 O -0.013 -0.834 -4.103  -0.376
4 N 1.594 -0.547 -2.151  -0.208
5 C 0.365 -0.667 -1.267  -0.273
6 C 0.609 -0.196 0.157  -0.188
7 C -0.625 -0.563 0.969  -0.192
8 N -0.792 0.284 2.178  -0.204
9 C -2.197 0.251 2.657  0.004
10 C 0.244 -0.125 3.185  0.021
11 H -0.229 1.931 -3.778  -0.059
12 H 1.568 2.367 -3.679  0.009
13 H 2.309 -0.061 -4.293  0.075
14 H 2.203 -1.385 -2.187  0.106
15 H -0.056 -1.656 -1.254  0.113
16 H -0.448 -0.024 -1.807  0.133
17 H 0.742 0.977 0.338  0.162
18 H 1.618 -0.666 0.639  0.162
19 H -1.553 -0.498 0.262  0.175
20 H -0.642 -1.599 1.194  0.129
21 H -0.576 1.268 1.973  0.180
22 H -2.381 -0.800 2.534  0.090
23 H -2.469 0.551 3.710  0.133
24 H -2.845 0.822 1.881  0.147
25 H 0.122 -1.078 3.633  0.103
26 H 1.175 -0.139 2.589  0.091
27 H 0.479 0.669 3.937  0.132

Computed properties:
Total charge: +1
HOMO, eV: -10.523
Electronic energy, eV: -22349.045
HOMO-LUMO gap, Eh: 0.2751
Relative energy (zero: lowest compared OMol25 entry of this formula, charge and spin), eV: 3.133

Below is 3 unconnected molecules or ions with the total composition C4H14O4 in a non-equilibrium geometry, with properties calculated with ωB97M-V/def2-TZVPD.

Each line ends with the Löwdin charge.
CARTESIAN COORDINATES (ANGSTROEM)
1 C -0.604 0.962 1.890  -0.058
2 C -0.264 1.462 0.517  -0.391
3 O -1.293 0.907 -0.333  -0.111
4 C 1.106 0.922 -0.002  -0.117
5 C 1.332 0.878 -1.509  -0.312
6 O 1.157 -0.334 -2.110  -0.065
7 H -1.685 0.811 1.925  0.086
8 H -0.362 1.789 2.581  0.095
9 H -0.067 0.039 2.033  0.066
10 H -0.398 2.507 0.430  0.125
11 H -2.229 1.001 -0.001  0.138
12 H 1.924 1.440 0.604  0.146
13 H 1.348 -0.070 0.408  0.112
14 H 0.653 1.640 -2.043  0.139
15 H 2.233 1.263 -1.867  0.092
16 H 0.520 -0.974 -1.608  0.122
17 O -0.669 -1.368 0.579  -0.084
18 H -0.696 -0.633 -0.106  0.037
19 H -1.417 -1.946 0.495  0.059
20 O -0.591 -3.609 -0.711  -0.143
21 H -0.281 -2.667 -0.333  0.029
22 H 0.285 -4.020 -0.839  0.034

Computed properties:
Total charge: 0
HOMO, eV: -9.910
Electronic energy, eV: -12563.095
HOMO-LUMO gap, Eh: 0.3831
Relative energy (zero: lowest compared OMol25 entry of this formula, charge and spin), eV: 1.934

Below is a molecular structure, C36H35N5O2S4V in a non-equilibrium geometry, with properties calculated with ωB97M-V/def2-TZVPD.

Each line ends with the Löwdin spin population.
CARTESIAN COORDINATES (ANGSTROEM)
1 V 0.360 -0.998 -0.323  2.528
2 C -1.797 -4.586 0.061  -0.004
3 C -0.743 -3.714 -0.210  0.070
4 N -0.934 -2.424 -0.435  0.002
5 C -2.194 -1.947 -0.428  0.017
6 C -3.327 -2.735 -0.123  0.001
7 C -3.086 -4.106 0.118  0.061
8 C -4.575 -2.091 -0.037  0.026
9 C -4.660 -0.727 -0.222  -0.004
10 C -3.553 0.053 -0.537  0.027
11 C -2.302 -0.549 -0.678  0.004
12 N -1.121 0.022 -1.012  0.000
13 C -0.285 1.672 0.433  0.004
14 C -1.022 2.710 1.265  0.002
15 C 0.446 4.744 0.705  -0.006
16 C 1.655 4.210 0.542  0.001
17 C 2.038 2.852 0.210  -0.002
18 C 3.394 2.634 -0.084  0.026
19 C 3.851 1.359 -0.358  -0.002
20 C 2.936 0.327 -0.383  0.031
21 N 1.629 0.522 -0.205  0.015
22 C 1.187 1.746 0.132  0.027
23 H -1.586 -5.628 0.252  -0.002
24 H 0.286 -4.060 -0.231  0.004
25 H -3.911 -4.762 0.351  0.003
26 H -5.459 -2.669 0.192  0.001
27 H -5.619 -0.239 -0.121  -0.001
28 H -3.659 1.122 -0.661  0.002
29 H -2.096 2.498 1.150  0.001
30 H 0.399 5.804 0.924  0.000
31 H 2.505 4.875 0.645  0.000
32 H 4.079 3.469 -0.071  0.002
33 H 4.900 1.176 -0.545  -0.001
34 H 3.253 -0.702 -0.503  0.003
35 C 2.721 -1.116 -3.364  0.007
36 C 2.079 -0.118 -4.315  0.001
37 S 0.752 0.851 -3.500  0.005
38 C -0.625 0.668 -4.694  0.001
39 C -1.065 -0.745 -5.028  0.000
40 S -1.642 -1.657 -3.540  0.002
41 C -0.714 -3.224 -3.642  0.002
42 C 0.799 -3.114 -3.673  0.010
43 S 1.569 -2.106 -2.325  0.031
44 H 3.335 -0.586 -2.639  0.000
45 H 3.346 -1.823 -3.915  0.000
46 H 1.642 -0.611 -5.179  0.000
47 H 2.837 0.585 -4.661  0.000
48 H -0.352 1.202 -5.606  0.000
49 H -1.441 1.195 -4.204  0.000
50 H -0.270 -1.324 -5.490  0.000
51 H -1.904 -0.691 -5.724  0.000
52 H -1.056 -3.769 -4.525  0.000
53 H -1.043 -3.754 -2.748  0.001
54 H 1.137 -2.683 -4.613  0.001
55 H 1.224 -4.115 -3.578  0.000
56 C 1.243 1.645 7.102  0.000
57 C 1.218 0.719 5.924  0.000
58 C 0.293 -0.320 5.874  0.000
59 C 0.236 -1.150 4.771  0.001
60 C 1.120 -0.958 3.726  0.002
61 C 2.058 0.056 3.764  0.001
62 C 2.111 0.885 4.869  0.000
63 S 0.677 -1.689 2.167  0.017
64 O -0.136 -2.852 2.395  0.006
65 O 1.829 -1.904 1.302  0.020
66 N -0.190 -0.528 1.493  0.017
67 C -0.330 0.785 1.670  0.008
68 C -0.590 1.851 2.471  0.021
69 C -0.880 4.074 0.593  0.000
70 C -1.265 3.744 -0.859  0.001
71 C -1.384 2.512 -1.398  0.001
72 N -0.986 1.367 -0.772  0.008
73 H 0.273 1.664 7.593  0.000
74 H 1.502 2.655 6.796  0.000
75 H 1.982 1.308 7.829  0.000
76 H -0.411 -0.452 6.683  0.000
77 H -0.494 -1.939 4.684  0.000
78 H 2.722 0.188 2.923  0.000
79 H 2.825 1.695 4.899  0.000
80 H -0.755 1.971 3.524  0.001
81 H -1.637 4.764 0.982  0.000
82 H -1.551 4.590 -1.465  0.000
83 H -1.800 2.393 -2.388  0.000

Computed properties:
Total charge: 0
Spin multiplicity: 4
HOMO (alpha / beta), eV: -5.590 / -6.449
Electronic energy, eV: -118470.852
HOMO-LUMO gap (alpha / beta), Eh: 0.2168 / 0.2490
<S²>: 3.783

Question: The highest electronic energy belongs to which entry?
Answer: C4H14O4

Question: What is the formula in the third record?
Answer: C36H35N5O2S4V

Question: electronic energy of number 1 (C6H17N2OS)?
Answer: -22349.045 eV